# 1
Molecular formula: C31H37BiN4O5PSTe
Method: DFT, the ωB97M-V functional and the def2-TZVPD basis

Structure (ORCA input):
```
! RIJCOSX wB97M-V def2-TZVPD def2/J DEFGRID3
* xyz 1 1
Bi 10.823 8.946 10.904
Te 13.010 7.938 13.714
S 7.995 9.795 11.190
P 10.140 11.229 13.040
O 9.852 7.525 12.164
O 9.670 5.574 13.220
O 9.891 7.233 9.120
O 12.267 7.173 10.967
O 12.850 5.116 11.575
N 9.081 11.354 9.298
N 10.255 10.621 9.196
N 12.805 9.478 9.047
N 6.853 11.617 9.775
C 17.177 8.503 12.231
C 14.489 9.951 6.880
C 9.756 10.499 14.665
C 16.889 6.166 12.810
C 17.715 7.225 12.427
C 12.361 10.292 8.075
C 9.547 5.529 10.769
C 12.134 5.888 10.950
C 9.674 6.191 12.172
C 8.426 5.578 8.473
C 14.231 10.653 14.885
C 14.903 9.138 7.960
C 15.025 7.702 12.958
C 7.996 10.983 10.012
C 10.733 6.127 8.745
C 9.786 5.309 7.847
C 13.506 9.494 15.191
C 8.809 6.417 9.712
C 10.564 11.844 7.146
C 13.193 10.467 6.913
C 11.062 10.904 8.157
C 8.917 12.549 12.945
C 10.984 5.351 10.064
C 15.841 8.726 12.475
C 14.054 11.369 17.185
C 14.522 11.576 15.877
C 14.035 8.940 9.012
C 11.641 12.142 13.463
C 13.099 9.283 16.525
C 13.307 10.257 17.507
C 15.542 6.425 13.056
H 9.150 13.392 13.668
H 12.818 11.003 6.042
H 17.827 9.314 11.938
H 15.415 9.715 12.348
H 9.836 5.679 6.824
H 10.136 11.146 15.474
H 17.289 5.173 12.910
H 10.245 9.514 14.785
H 11.649 13.134 12.956
H 12.494 11.531 13.149
H 7.884 12.177 13.091
H 14.874 5.617 13.333
H 9.169 12.296 8.919
H 18.795 7.100 12.282
H 15.036 12.502 15.637
H 11.633 6.449 8.231
H 9.527 11.589 6.869
H 14.545 10.863 13.876
H 9.053 4.552 10.911
H 15.120 10.145 6.010
H 8.917 12.935 11.930
H 10.064 4.239 7.845
H 6.837 12.431 9.175
H 15.911 8.671 8.036
H 8.024 7.080 10.105
H 10.564 12.859 7.562
H 12.868 10.122 18.484
H 11.147 4.297 9.850
H 7.719 6.184 7.830
H 11.181 11.887 6.256
H 11.692 12.311 14.564
H 8.670 10.347 14.798
H 14.213 12.130 17.943
H 12.609 8.371 16.799
H 7.865 4.687 8.747
H 6.033 11.362 10.313
H 14.243 8.260 9.859
*
```

As for the lowest unoccupied orbital energy: -4.29 eV. The HOMO energy comes out at -9.6 eV. The value obtained for the calculated total energy is -3020.650590 hartree. The value obtained for the energy above the lowest of the compared OMol25 structures with the same formula, charge and spin is 0.0 kcal/mol.

---

# 2
Molecular formula: C18H54O18
Method: DFT, the ωB97M-V functional and the def2-TZVPD basis

Structure (ORCA input):
```
! RIJCOSX wB97M-V def2-TZVPD def2/J DEFGRID3
* xyz 0 1
O 17.510 -30.371 8.065
O 14.344 -18.059 11.352
O 20.405 -25.794 12.681
O 23.184 -26.710 13.205
O 16.554 -22.495 10.561
O 16.996 -20.232 8.899
O 12.308 -17.098 12.712
O 9.572 -19.471 7.505
O 16.393 -24.333 4.686
O 24.318 -19.461 7.432
O 16.000 -29.559 13.409
O 19.454 -28.446 7.484
O 14.774 -19.113 2.390
O 11.091 -20.758 5.228
O 15.758 -18.690 -0.705
O 13.912 -27.406 12.974
O 17.552 -22.207 3.141
O 21.602 -20.072 8.885
C 9.235 -19.356 6.113
C 21.458 -25.679 11.724
C 13.304 -18.995 11.483
C 14.187 -19.392 1.107
C 12.030 -18.111 11.727
C 21.980 -20.242 7.522
C 16.546 -21.421 8.361
C 18.299 -23.265 3.687
C 10.424 -19.458 5.187
C 22.519 -26.783 11.955
C 17.407 -24.547 3.701
C 17.092 -29.101 7.799
C 18.259 -28.091 8.155
C 16.171 -28.178 13.616
C 17.004 -22.582 9.202
C 15.285 -27.199 12.830
C 14.574 -18.374 0.027
C 23.483 -20.615 7.431
H 15.459 -21.487 8.303
H 16.923 -24.704 2.737
H 13.203 -16.801 12.532
H 8.708 -19.541 7.917
H 15.583 -27.310 11.787
H 19.716 -29.326 7.764
H 15.476 -26.225 13.280
H 13.153 -19.316 1.443
H 22.510 -26.944 13.848
H 11.881 -17.666 10.743
H 17.013 -21.426 7.376
H 22.259 -19.418 9.131
H 16.204 -29.003 8.424
H 23.630 -21.068 6.451
H 14.951 -18.495 10.749
H 16.785 -29.044 6.755
H 17.197 -27.832 13.493
H 22.078 -27.761 11.764
H 14.629 -17.391 0.495
H 21.359 -21.034 7.102
H 21.085 -25.773 10.705
H 15.927 -27.940 14.651
H 23.229 -26.697 11.132
H 8.587 -18.492 5.963
H 17.864 -30.373 8.957
H 17.920 -25.507 3.763
H 8.509 -20.136 5.883
H 13.649 -19.503 12.384
H 18.089 -22.652 9.278
H 21.696 -19.350 6.964
H 13.810 -18.405 -0.750
H 17.931 -20.354 9.080
H 15.185 -19.918 2.714
H 11.093 -21.145 6.107
H 14.453 -20.408 0.816
H 21.909 -24.687 11.769
H 16.655 -23.469 8.674
H 17.252 -22.727 11.177
H 19.129 -23.506 3.023
H 11.138 -18.657 5.377
H 15.066 -29.723 13.560
H 10.034 -19.279 4.185
H 13.620 -26.959 13.772
H 15.573 -19.564 -1.058
H 20.805 -25.492 13.499
H 18.647 -23.110 4.708
H 23.846 -21.406 8.088
H 18.172 -21.485 3.011
H 11.170 -18.729 11.987
H 18.543 -28.154 9.206
H 17.948 -27.091 7.851
H 25.161 -19.646 7.014
H 15.846 -23.557 4.542
H 13.137 -19.647 10.626
*
```

As for the lowest unoccupied orbital energy: 0.09 eV. As for the SMILES: OCCO.OCCO.OCCO.OCCO.OCCO.OCCO.OCCO.OCCO.OCCO. The HOMO energy comes out at -9.6 eV. The value obtained for the calculated total energy is -2072.252144 hartree. The value obtained for the energy above the lowest of the compared OMol25 structures with the same formula, charge and spin is 94.5 kcal/mol.

---

# 3
Molecular formula: C5H13NO
Method: DFT, the ωB97M-V functional and the def2-TZVPD basis

Structure (ORCA input):
```
! RIJCOSX wB97M-V def2-TZVPD def2/J DEFGRID3
* xyz 0 1
O 0.843 -0.284 -1.434
N -1.521 1.031 -0.992
C 2.216 0.843 -0.881
C -1.184 -0.104 -0.135
C 0.854 -1.402 0.736
C -1.770 0.117 1.257
C 0.342 -0.261 -0.146
H -2.845 0.287 1.186
H -1.556 -1.064 -0.543
H 1.771 1.777 -1.216
H 1.931 -1.511 0.618
H -1.616 -0.746 1.902
H -2.515 1.051 -1.185
H -1.027 0.921 -1.872
H -1.323 0.997 1.719
H 0.628 -1.249 1.792
H 0.386 -2.329 0.400
H 2.847 0.327 -1.594
H 0.809 0.706 0.312
H 2.731 0.892 0.076
*
```

As for the lowest unoccupied orbital energy: 0.41 eV. The HOMO energy comes out at -9.0 eV. The value obtained for the calculated total energy is -328.180998 hartree. The value obtained for the energy above the lowest of the compared OMol25 structures with the same formula, charge and spin is 86.5 kcal/mol.

---

# 4
Molecular formula: CH2NOS3
Method: DFT, the ωB97M-V functional and the def2-TZVPD basis

Structure (ORCA input):
```
! RIJCOSX wB97M-V def2-TZVPD def2/J DEFGRID3
* xyz -1 1
S -0.544 1.007 2.708
S -1.053 1.974 -1.175
S -1.166 0.076 -0.660
O 1.249 -0.357 1.297
N 0.277 -0.669 -1.452
C 0.252 0.243 1.532
H 0.970 -0.550 -0.802
H 0.018 -1.724 -1.448
*
```

As for the lowest unoccupied orbital energy: 3.27 eV. The HOMO energy comes out at -2.8 eV. The value obtained for the calculated total energy is -1363.905113 hartree. The value obtained for the energy above the lowest of the compared OMol25 structures with the same formula, charge and spin is 23.8 kcal/mol.

---

# 5
Molecular formula: C5H4
Method: DFT, the ωB97M-V functional and the def2-TZVPD basis

Structure (ORCA input):
```
! RIJCOSX wB97M-V def2-TZVPD def2/J DEFGRID3
* xyz 0 1
C -0.277 1.242 -1.755
C 0.382 -0.209 1.292
C 0.129 1.311 -0.515
C 0.415 0.917 0.674
C 0.166 -1.472 1.563
H -0.751 -1.789 2.052
H 0.862 -2.223 1.191
H -0.153 1.937 -2.571
H -0.774 0.286 -1.932
*
```

As for the lowest unoccupied orbital energy: 0.36 eV. As for the SMILES: C=C=C=C=C. The HOMO energy comes out at -8.9 eV. The value obtained for the calculated total energy is -192.744138 hartree. The value obtained for the energy above the lowest of the compared OMol25 structures with the same formula, charge and spin is 31.4 kcal/mol.

---

# 6
Molecular formula: C2H7N3
Method: DFT, the ωB97M-V functional and the def2-TZVPD basis

Structure (ORCA input):
```
! RIJCOSX wB97M-V def2-TZVPD def2/J DEFGRID3
* xyz 0 1
N 1.115 -0.503 0.660
N 1.833 -0.503 -0.609
N -2.643 -1.231 -0.129
C -1.163 0.919 0.015
C -1.963 -0.292 -0.088
H 1.817 -0.371 1.379
H -1.142 1.229 1.058
H -1.605 1.726 -0.593
H 2.064 0.465 -0.820
H 1.150 -0.775 -1.318
H 0.692 -1.420 0.778
H -0.154 0.756 -0.333
*
```

As for the lowest unoccupied orbital energy: 0.79 eV. As for the SMILES: CC#N.NN. The HOMO energy comes out at -8.8 eV. The value obtained for the calculated total energy is -244.607027 hartree. The value obtained for the energy above the lowest of the compared OMol25 structures with the same formula, charge and spin is 42.9 kcal/mol.

---

# 7
Molecular formula: C5H12NO3
Method: DFT, the ωB97M-V functional and the def2-TZVPD basis

Structure (ORCA input):
```
! RIJCOSX wB97M-V def2-TZVPD def2/J DEFGRID3
* xyz -1 1
O -0.852 1.949 0.316
O 1.204 2.230 -0.966
O -0.181 -0.858 3.393
N -0.045 -0.609 -1.370
C -0.669 -0.494 -0.056
C -0.259 -0.131 2.418
C 0.893 -1.723 -1.506
C 0.372 -0.462 1.108
C -1.533 0.821 -0.063
H 0.264 2.068 -0.412
H 0.430 0.254 -1.589
H 1.111 0.294 0.828
H -0.811 0.816 2.460
H 1.519 3.090 -0.609
H -2.407 0.634 0.604
H -1.945 0.912 -1.087
H 0.392 -2.659 -1.266
H 1.174 -1.776 -2.562
H -1.333 -1.352 0.101
H 1.803 -1.574 -0.912
H 0.873 -1.430 1.168
*
```

As for the lowest unoccupied orbital energy: 3.88 eV. The HOMO energy comes out at -4.0 eV. The value obtained for the calculated total energy is -478.197765 hartree. The value obtained for the energy above the lowest of the compared OMol25 structures with the same formula, charge and spin is 57.0 kcal/mol.

---

# 8
Molecular formula: C5H11N
Method: DFT, the ωB97M-V functional and the def2-TZVPD basis

Structure (ORCA input):
```
! RIJCOSX wB97M-V def2-TZVPD def2/J DEFGRID3
* xyz 0 1
N 1.060 0.062 1.641
C -0.073 -0.361 0.849
C -0.230 0.547 -0.239
C -0.361 -1.372 -1.913
C 1.155 1.333 2.130
C -1.051 -0.158 -1.393
H 0.604 0.101 2.609
H 0.574 -0.764 -1.980
H -0.704 -2.021 -2.876
H -1.997 -0.454 -0.932
H -1.263 0.500 -2.252
H -0.378 1.664 -0.149
H -0.822 -0.750 1.598
H -0.106 -2.167 -1.101
H 0.883 2.251 1.678
H 0.759 0.118 -0.567
H 1.950 1.472 2.897
*
```

As for the lowest unoccupied orbital energy: -0.33 eV. The HOMO energy comes out at -6.7 eV. The value obtained for the calculated total energy is -251.567771 hartree. The value obtained for the energy above the lowest of the compared OMol25 structures with the same formula, charge and spin is 185.0 kcal/mol.

---

Which of these has the highest energy above the lowest of the compared OMol25 structures with the same formula, charge and spin? C5H11N

---

The highest lowest unoccupied orbital energy belongs to which entry? C5H12NO3

---

Among the records above, which one has the lowest lowest unoccupied orbital energy? C31H37BiN4O5PSTe